Entry 1:
{"formula": "C48H35Cl5F3N5OSiSn", "method": "the ωB97M-V functional and the def2-TZVPD basis", "elements": ["Sn", "O", "C", "C", "C", "C", "C", "C", "N", "H", "H", "H", "H", "H", "H", "H", "N", "C", "C", "C", "C", "C", "C", "N", "C", "C", "C", "C", "N", "C", "C", "H", "H", "H", "H", "H", "H", "H", "H", "H", "F", "C", "F", "F", "C", "C", "C", "N", "C", "C", "H", "H", "H", "H", "Cl", "C", "C", "C", "Cl", "C", "Cl", "C", "Cl", "C", "Cl", "C", "C", "C", "C", "C", "C", "Si", "C", "C", "C", "C", "C", "C", "C", "C", "C", "C", "C", "C", "H", "H", "H", "H", "H", "H", "H", "H", "H", "H", "H", "H", "H", "H", "H"], "xyz": [[-1.224, 1.411, -0.292], [-1.147, 2.079, 2.204], [-0.540, 3.285, 2.598], [-0.306, 4.281, 1.492], [0.116, 5.571, 1.797], [0.417, 6.447, 0.770], [0.270, 6.009, -0.539], [-0.194, 4.725, -0.742], [-0.471, 3.876, 0.240], [-2.110, 2.227, 2.207], [0.436, 3.017, 3.016], [-1.134, 3.753, 3.390], [0.220, 5.880, 2.826], [0.768, 7.446, 0.980], [0.508, 6.652, -1.373], [-0.359, 4.355, -1.741], [0.279, -6.195, 0.379], [1.052, -7.310, 0.217], [1.017, -8.567, 0.797], [1.983, -9.465, 0.397], [2.942, -9.129, -0.564], [2.974, -7.887, -1.158], [2.015, -6.957, -0.761], [1.800, -5.674, -1.166], [0.775, -5.236, -0.477], [0.259, -3.891, -0.572], [-0.690, -3.369, 0.317], [-1.058, -2.046, 0.193], [-0.584, -1.224, -0.738], [0.298, -1.725, -1.603], [0.751, -3.024, -1.559], [-0.509, -6.110, 0.998], [0.259, -8.835, 1.516], [2.001, -10.452, 0.832], [3.665, -9.876, -0.854], [3.709, -7.635, -1.904], [-1.105, -3.961, 1.120], [-1.762, -1.601, 0.885], [0.666, -1.027, -2.342], [1.495, -3.384, -2.253], [-7.427, -3.391, -1.398], [-6.768, -3.122, -0.263], [-6.235, -4.294, 0.145], [-7.685, -2.791, 0.652], [-5.705, -2.077, -0.442], [-5.492, -1.101, 0.528], [-4.446, -0.218, 0.335], [-3.659, -0.229, -0.733], [-3.872, -1.159, -1.656], [-4.872, -2.112, -1.556], [-6.120, -1.031, 1.402], [-4.223, 0.544, 1.068], [-3.214, -1.138, -2.513], [-5.003, -2.857, -2.325], [-2.751, 2.982, -2.573], [-3.750, 3.462, -1.254], [-3.465, 2.906, -0.009], [-4.302, 3.369, 1.001], [-4.092, 2.781, 2.634], [-5.322, 4.297, 0.826], [-6.280, 4.850, 2.158], [-5.563, 4.802, -0.447], [-6.807, 5.960, -0.704], [-4.765, 4.374, -1.506], [-5.036, 4.995, -3.094], [3.350, 0.632, -4.340], [3.949, -0.070, -3.307], [3.513, 0.103, -2.004], [2.476, 0.979, -1.703], [1.875, 1.661, -2.758], [2.306, 1.501, -4.063], [1.806, 1.228, 0.091], [2.682, 2.850, 0.654], [3.165, 3.783, -0.257], [3.737, 4.971, 0.160], [3.829, 5.264, 1.510], [3.365, 4.345, 2.438], [2.805, 3.155, 2.010], [2.731, -0.069, 1.186], [4.010, 0.136, 1.696], [4.601, -0.779, 2.548], [3.926, -1.934, 2.907], [2.662, -2.170, 2.392], [2.079, -1.241, 1.552], [3.691, 0.502, -5.358], [4.762, -0.752, -3.519], [3.986, -0.449, -1.203], [1.051, 2.342, -2.547], [1.832, 2.052, -4.864], [3.109, 3.565, -1.314], [4.124, 5.669, -0.570], [4.281, 6.190, 1.836], [3.455, 4.558, 3.496], [2.479, 2.425, 2.739], [4.554, 1.031, 1.430], [5.593, -0.589, 2.937], [4.378, -2.639, 3.590], [2.127, -3.071, 2.655], [1.087, -1.419, 1.171]], "atomic_forces_ev_per_a": [[0.911, 0.739, 0.378], [-0.413, -0.475, -0.689], [0.441, 0.258, 0.408], [-0.069, 0.064, 0.029], [0.002, -0.017, -0.132], [-0.044, -0.238, -0.037], [-0.057, 0.005, 0.154], [0.067, 0.256, -0.339], [-0.198, -0.367, -0.001], [0.052, -0.021, 0.146], [-0.149, 0.088, -0.004], [0.056, 0.007, -0.008], [0.024, -0.032, 0.145], [0.018, 0.062, 0.048], [-0.041, -0.034, -0.059], [0.011, -0.042, -0.226], [-0.153, 0.393, -0.034], [0.575, -0.168, -0.450], [-0.098, -0.097, 0.115], [-0.107, -0.021, 0.073], [0.130, -0.042, -0.122], [-0.092, 0.024, 0.061], [-0.497, -0.527, 0.616], [-0.188, 0.814, -0.169], [0.493, -0.877, -0.056], [-0.375, 1.215, -0.084], [0.353, -0.310, -0.203], [-0.182, 0.185, -0.056], [-0.063, -0.459, 0.037], [-0.025, 0.265, -0.044], [-0.040, -0.544, 0.312], [0.051, 0.048, -0.076], [-0.042, -0.060, 0.143], [-0.022, -0.100, 0.028], [0.114, -0.059, -0.023], [0.102, 0.059, -0.111], [-0.047, -0.015, 0.045], [-0.122, -0.068, 0.134], [0.127, -0.013, -0.119], [0.039, 0.009, -0.065], [0.065, 0.159, -0.221], [-0.255, -0.484, 0.086], [0.217, 0.043, 0.002], [0.012, 0.274, 0.100], [0.310, 0.333, 0.066], [-0.159, -0.431, -0.255], [0.036, 0.154, 0.030], [-0.046, -0.146, -0.014], [-0.079, -0.021, -0.021], [-0.247, -0.014, 0.243], [-0.025, -0.019, 0.063], [-0.085, 0.096, 0.107], [0.088, -0.039, -0.107], [-0.019, -0.065, -0.093], [0.535, -0.239, -0.932], [-0.217, -0.129, 1.049], [-0.410, 0.482, 0.353], [0.186, 0.073, -0.805], [0.060, -0.310, 0.548], [-0.182, 0.145, 0.064], [0.004, -0.020, -0.108], [0.035, 0.021, 0.014], [-0.047, 0.018, -0.037], [-0.073, 0.109, -0.084], [-0.017, -0.003, 0.036], [-0.013, 0.000, -0.131], [0.097, -0.078, -0.111], [0.065, -0.066, 0.086], [-0.342, 0.020, 0.721], [-0.140, 0.085, 0.111], [-0.021, 0.065, -0.197], [0.250, 0.170, 0.058], [-0.300, -0.412, -0.203], [-0.052, -0.067, -0.083], [0.102, 0.236, 0.035], [0.102, 0.077, 0.008], [0.056, 0.047, 0.118], [0.028, -0.054, 0.002], [-0.440, 0.413, -0.368], [0.102, 0.079, -0.089], [0.151, -0.034, 0.082], [0.016, -0.078, 0.045], [0.056, -0.158, 0.136], [-0.105, 0.000, -0.097], [0.017, -0.012, -0.035], [0.054, -0.050, -0.015], [0.079, -0.073, 0.059], [-0.003, 0.018, -0.058], [-0.024, 0.017, -0.049], [0.016, 0.026, -0.149], [0.014, 0.067, -0.067], [0.019, 0.065, 0.032], [-0.003, -0.017, 0.068], [0.004, -0.060, 0.139], [0.062, 0.132, -0.021], [0.034, 0.000, 0.021], [0.046, -0.079, 0.017], [-0.049, -0.102, 0.045], [-0.107, -0.068, 0.036]], "e_homo_ev": -6.20, "mol_weight_g_mol": 1078.9, "homo_lumo_gap_ev": 5.73, "e_above_lowest_kj_mol": 216.97}

---

Entry 2:
{"formula": "C4H10N2O", "method": "the ωB97M-V functional and the def2-TZVPD basis", "elements": ["C", "N", "C", "O", "N", "C", "C", "H", "H", "H", "H", "H", "H", "H", "H", "H", "H"], "xyz": [[2.821, -0.098, -0.901], [1.498, 0.252, 0.259], [0.419, -0.662, 0.410], [0.637, -1.828, 0.659], [-0.830, -0.130, 0.229], [-1.991, -0.956, 0.521], [-1.074, 1.251, -0.145], [2.498, -0.009, 0.571], [2.440, -1.059, -1.270], [2.605, 0.665, -1.662], [1.318, 1.245, 0.320], [-2.552, -0.556, 1.375], [-1.651, -1.964, 0.756], [-2.663, -0.998, -0.345], [-0.386, 1.577, -0.931], [-2.085, 1.330, -0.553], [-1.005, 1.941, 0.708]], "atomic_forces_ev_per_a": [[-0.219, 0.019, -0.360], [0.084, 0.061, 0.007], [-0.047, -0.079, -0.089], [-0.024, 0.279, -0.032], [0.222, -0.058, 0.043], [-0.050, -0.092, 0.023], [0.022, 0.139, -0.059], [-0.331, -0.031, 0.296], [0.049, 0.105, 0.069], [0.007, -0.096, 0.107], [0.011, -0.181, -0.055], [0.104, -0.038, -0.116], [-0.044, 0.133, -0.024], [0.147, 0.028, 0.108], [-0.085, -0.045, 0.106], [0.158, -0.049, 0.068], [-0.004, -0.095, -0.094]], "e_homo_ev": -8.05, "mol_weight_g_mol": 102.1, "homo_lumo_gap_ev": 8.59, "e_above_lowest_kj_mol": 456.69}

---

Entry 3:
{"formula": "C19H18As4CrF24N3O7", "method": "the ωB97M-V functional and the def2-TZVPD basis", "elements": ["Cr", "As", "F", "F", "F", "F", "F", "F", "As", "F", "F", "F", "F", "F", "F", "As", "F", "F", "F", "F", "F", "F", "As", "F", "F", "F", "F", "F", "F", "C", "O", "H", "H", "H", "C", "C", "C", "C", "C", "C", "N", "O", "O", "H", "H", "H", "H", "H", "C", "C", "C", "C", "C", "C", "N", "O", "O", "H", "H", "H", "H", "H", "C", "C", "C", "C", "C", "C", "N", "O", "O", "H", "H", "H", "H", "H"], "xyz": [[-1.306, 0.047, -0.427], [-1.711, -2.935, -2.737], [-2.103, -4.379, -3.677], [-2.294, -3.810, -1.210], [-1.533, -1.510, -1.665], [-1.170, -2.137, -4.245], [-3.399, -2.382, -3.017], [-0.018, -3.430, -2.364], [-2.695, 2.625, 1.731], [-0.900, 2.809, 1.592], [-2.573, 1.447, 0.354], [-4.492, 2.322, 1.773], [-2.732, 3.863, 2.985], [-3.013, 3.823, 0.408], [-2.326, 1.348, 2.889], [-4.312, 1.318, -2.705], [-4.937, 1.852, -1.113], [-3.311, 2.769, -2.725], [-3.811, 0.951, -4.348], [-5.185, -0.253, -2.728], [-5.716, 2.208, -3.437], [-2.936, 0.502, -1.849], [-4.560, -1.634, 0.769], [-3.822, -3.229, 1.061], [-4.193, -0.996, 2.461], [-5.258, -0.056, 0.399], [-4.755, -1.913, -0.966], [-6.190, -2.300, 1.123], [-2.917, -0.989, 0.245], [-0.100, 2.357, -2.497], [-0.265, 1.516, -1.384], [0.963, 2.457, -2.712], [-0.709, 1.954, -3.306], [-0.559, 3.317, -2.261], [0.435, -2.190, 5.857], [-0.630, -1.451, 5.242], [-0.919, -1.610, 3.875], [-0.116, -2.435, 3.075], [0.937, -3.176, 3.724], [1.139, -3.149, 5.053], [-0.508, -2.676, 1.705], [-0.331, -3.787, 1.180], [-0.810, -1.828, 0.997], [0.956, -1.943, 6.770], [-1.149, -0.730, 5.856], [-1.782, -1.090, 3.487], [1.475, -3.840, 3.063], [1.914, -3.766, 5.481], [4.570, 0.351, -4.284], [5.248, 0.360, -3.008], [4.631, -0.107, -1.829], [3.330, -0.517, -1.914], [2.641, -0.526, -3.131], [3.291, -0.205, -4.312], [2.531, -0.953, -0.716], [3.172, -1.018, 0.322], [1.270, -1.109, -0.803], [5.122, 0.549, -5.191], [6.280, 0.654, -3.131], [5.145, -0.113, -0.879], [1.576, -0.685, -3.208], [2.901, -0.271, -5.317], [4.570, 2.981, 0.338], [4.823, 2.072, 1.391], [3.641, 1.484, 1.885], [2.303, 1.698, 1.407], [2.091, 2.703, 0.483], [3.261, 3.297, -0.003], [1.155, 0.960, 2.022], [1.223, 0.567, 3.193], [0.178, 0.623, 1.371], [5.288, 3.570, -0.214], [5.838, 1.844, 1.681], [3.887, 0.747, 2.636], [1.145, 3.133, 0.191], [3.114, 4.049, -0.764]], "atomic_forces_ev_per_a": [[-0.796, 1.817, -1.244], [-2.925, -2.575, 0.291], [0.867, 0.688, 0.559], [1.209, 1.244, -2.287], [1.426, 0.145, -0.695], [-0.062, -0.251, 1.785], [2.555, -0.448, 0.026], [-1.681, 0.726, -0.562], [-1.694, 0.955, -0.840], [-1.488, 0.638, -0.092], [0.749, 0.242, 0.955], [2.954, 0.421, 0.430], [-0.048, -0.874, -0.850], [0.844, -1.077, 1.885], [-0.558, 0.750, -0.734], [-2.895, 0.256, 0.563], [0.715, -0.692, -1.911], [-0.167, -0.608, -0.265], [0.549, 0.101, 0.896], [0.885, 2.376, 0.110], [1.261, -0.792, 0.571], [-0.368, 0.247, -1.132], [-1.902, 0.761, -1.216], [-0.537, 1.823, 0.191], [-0.306, -1.445, -2.060], [0.607, -1.352, 1.154], [0.149, -0.849, 2.116], [1.741, 0.551, 0.202], [-0.203, -0.124, 0.897], [-1.532, -0.251, 0.816], [-0.205, -1.670, 1.188], [0.085, -0.191, -0.255], [0.387, -0.134, -0.478], [0.235, 0.298, -0.026], [-0.174, 0.038, -2.558], [2.150, -1.112, 0.891], [0.228, -0.376, -0.034], [-0.216, -0.143, 3.429], [-1.822, -0.291, -3.276], [-0.303, 1.674, 1.581], [3.034, -5.710, -0.353], [0.278, -0.537, 2.318], [-2.037, 6.123, -2.209], [-0.890, 0.019, 0.611], [-0.232, 0.078, -0.240], [-0.036, 0.091, -0.370], [0.196, -0.175, 0.092], [0.119, 0.068, 0.102], [0.443, -1.557, 2.841], [-0.954, -0.193, -1.848], [1.235, 0.679, -0.591], [-2.353, -0.449, -1.077], [-0.314, 0.140, -0.231], [1.225, 1.173, -0.490], [-2.001, 0.690, 0.267], [-0.698, -0.417, -0.484], [4.039, 0.300, -0.017], [-0.059, 0.322, 0.008], [0.189, 0.113, 0.935], [0.049, -0.046, -0.010], [-0.064, -0.619, 0.441], [-0.925, -0.224, 0.272], [-0.600, 0.202, 0.490], [-2.430, 0.956, -1.805], [0.488, -0.933, 0.311], [1.218, 0.422, 0.929], [0.849, 0.050, 0.268], [-0.248, 0.120, -0.672], [-0.751, -2.114, 1.514], [1.173, 1.352, -1.102], [1.144, 0.781, -0.777], [0.599, -0.283, 0.224], [-0.238, -0.245, 0.404], [-0.895, -0.262, 0.245], [-0.329, -0.593, 0.040], [0.060, 0.184, -0.054]], "e_homo_ev": [-5.76, -5.82], "spin_multiplicity": 4, "mol_weight_g_mol": 1208.0, "homo_lumo_gap_ev": [7.34, 8.15], "charge": -2, "e_above_lowest_kj_mol": 445.63}

---

Entry 4:
{"formula": "C5H8O2", "method": "the ωB97M-V functional and the def2-TZVPD basis", "elements": ["C", "C", "O", "C", "C", "C", "O", "H", "H", "H", "H", "H", "H", "H", "H"], "xyz": [[-1.795, -0.280, -0.312], [-0.688, 0.750, -0.094], [-0.426, 0.860, 1.330], [0.895, 0.406, 1.133], [0.978, -0.937, 0.405], [0.814, 0.347, -0.346], [1.630, 0.911, -1.312], [-1.344, -1.273, -0.419], [-2.424, -0.356, 0.583], [-2.427, -0.076, -1.180], [-0.892, 1.733, -0.532], [1.653, 0.766, 1.820], [0.125, -1.611, 0.357], [1.922, -1.468, 0.466], [1.977, 0.227, -1.898]], "atomic_forces_ev_per_a": [[0.087, -0.086, -0.174], [0.031, -0.106, -0.361], [-0.033, -0.083, 0.094], [0.348, -0.011, 0.218], [-0.043, -0.221, 0.023], [-0.422, -0.056, 0.216], [-0.045, -0.201, -0.042], [-0.386, 0.185, -0.270], [0.091, 0.305, -0.217], [0.136, 0.037, 0.060], [-0.091, -0.129, 0.165], [0.011, -0.153, -0.170], [0.370, 0.026, 0.463], [0.148, 0.426, -0.146], [-0.202, 0.066, 0.141]], "e_homo_ev": -9.05, "mol_weight_g_mol": 100.1, "homo_lumo_gap_ev": 9.85, "e_above_lowest_kj_mol": 276.73}